# 1
# H16O8

A cluster of 8 separate species, H16O8 in total at a distorted geometry (the ωB97M-V functional and the def2-TZVPD basis, OMol25).

Cartesian coordinates (Å):
H  28.651  39.608  34.216
H  23.612  43.428  35.024
H  24.617  39.536  32.867
O  26.849  40.652  36.815
H  26.056  42.496  33.993
H  28.038  40.222  33.003
H  27.784  40.269  36.567
H  25.064  44.542  33.632
O  26.042  43.498  30.678
H  25.931  43.811  31.476
H  25.387  40.456  31.801
O  25.900  44.333  33.043
O  28.573  39.511  33.289
H  22.514  42.173  34.876
H  26.511  45.082  33.033
H  26.893  42.901  30.867
O  25.921  41.671  34.426
O  24.666  39.877  32.036
O  27.704  41.765  31.701
H  26.562  40.963  35.947
H  27.825  41.405  30.937
O  23.317  42.509  35.255
H  25.039  41.547  34.866
H  28.222  42.476  31.786

Atoms 1-2, force components in eV/Å:
H 0.08 0.08 1.39
H -1.42 -1.59 0.02

Calculated values
SMILES string ... O.O.O.O.O.O.O.O
Multiplicity ... 1
Orbital gap ... 10.25 eV
Total energy ... -611.40927 hartree
Relative energy (zero: lowest compared OMol25 entry of this formula, charge and spin) ... 455.1 kJ/mol
LUMO ... -0.018 Ha
Highest occupied orbital energy ... -10.754 eV
Total charge ... 0

=====

# 2
# C11H20IrN5Se3SiTe2

A structure of composition C11H20IrN5Se3SiTe2 at a distorted geometry (the ωB97M-V functional and the def2-TZVPD basis, OMol25).

Cartesian coordinates (Å):
C  -4.325  -0.686  -1.065
C  -3.998  -0.667  1.172
N  -0.303  -0.568  -0.049
H  2.256  1.536  2.084
H  5.642  1.806  -0.548
H  3.369  -1.091  -0.894
H  1.060  -3.270  1.233
Te  -2.372  4.748  1.209
H  2.703  -0.950  0.738
H  4.760  1.644  -2.079
C  3.021  2.062  1.509
H  -0.202  -4.045  -2.033
C  4.697  2.019  -1.056
N  0.387  -2.551  -0.679
H  -5.108  -1.734  2.489
C  0.700  -3.677  -1.547
C  -3.021  0.330  1.006
N  -4.645  -1.176  0.135
H  4.569  3.102  -1.108
H  3.954  2.048  2.081
C  -0.160  -1.388  -1.070
C  0.623  -2.462  0.673
Se  1.503  1.736  -1.535
Se  -3.552  4.147  -0.902
C  0.199  -1.228  1.050
N  -4.276  -1.175  2.413
Si  3.257  1.271  -0.154
H  -4.867  -1.089  -1.911
H  4.448  -0.819  0.486
H  0.213  -0.771  2.025
H  -3.107  0.676  -2.221
Te  -1.622  3.254  -2.279
H  2.699  3.100  1.399
H  -0.435  -1.171  -2.090
H  1.419  -3.379  -2.307
H  1.128  -4.475  -0.948
C  3.470  -0.571  0.063
C  -3.360  0.278  -1.250
N  -2.705  0.777  -0.190
H  -2.496  0.763  1.851
Se  -0.890  2.736  1.589
Ir  -0.648  1.570  -0.516
H  -3.986  -0.662  3.226

Atoms 1-2, force components in eV/Å:
C -0.04 0.04 0.07
C -0.15 0.05 0.05

Calculated values
Multiplicity ... 1
Orbital gap ... 5.40 eV
Total energy ... -8839.20916 hartree
Relative energy (zero: lowest compared OMol25 entry of this formula, charge and spin) ... 40.8 kJ/mol
LUMO ... -0.042 Ha
Highest occupied orbital energy ... -6.541 eV
Total charge ... 0

=====

# 3
# C4H8N2S

An isolated molecule of C4H8N2S at a distorted geometry (the ωB97M-V functional and the def2-TZVPD basis, OMol25).

Cartesian coordinates (Å):
H  -0.685  1.363  -1.284
S  -1.724  -0.360  0.065
H  1.525  1.649  -0.181
H  2.151  0.063  -1.896
C  1.545  -0.168  -0.920
C  -1.201  1.432  -0.307
H  -2.239  2.025  -0.425
N  0.935  -0.050  1.133
N  0.513  -0.858  -0.886
H  -0.775  1.893  0.677
C  0.057  -0.911  0.374
H  -0.080  -1.998  0.794
H  0.521  0.391  1.912
C  1.942  0.666  0.368
H  2.968  0.611  0.530

Atoms 1-2, force components in eV/Å:
H 0.15 0.70 0.99
S 0.57 1.82 1.04

Calculated values
SMILES string ... CS[C@H]1N=CCN1
Multiplicity ... 1
Orbital gap ... 9.41 eV
Total energy ... -664.80517 hartree
Relative energy (zero: lowest compared OMol25 entry of this formula, charge and spin) ... 335.0 kJ/mol
LUMO ... 0.030 Ha
Highest occupied orbital energy ... -8.591 eV
Total charge ... 0

=====

# 4
# C5H9NO4

A cluster of 2 separate species, C5H9NO4 in total at a distorted geometry (the ωB97M-V functional and the def2-TZVPD basis, OMol25).

Cartesian coordinates (Å):
H  0.249  5.439  0.517
H  4.234  4.224  -0.856
C  1.240  4.186  -0.965
H  3.464  3.681  -2.401
O  1.492  -0.513  0.440
H  2.665  3.439  0.409
H  -0.205  4.872  -2.304
O  1.968  1.828  -0.807
C  3.693  3.404  -1.362
H  4.040  1.517  -1.158
C  2.327  3.116  -0.619
H  0.511  3.192  -2.718
O  0.226  1.204  1.081
H  2.041  5.286  0.709
H  1.359  6.323  -0.598
O  4.569  2.311  -1.420
C  0.472  4.061  -2.056
C  1.212  5.375  -0.037
N  0.757  0.438  0.319

Atoms 1-2, force components in eV/Å:
H 0.65 -0.06 -0.34
H -0.47 -0.12 -0.23

Calculated values
Multiplicity ... 1
Orbital gap (spin up / spin down) ... 8.79 / 6.89 eV
Total energy ... -551.36620 hartree
Relative energy (zero: lowest compared OMol25 entry of this formula, charge and spin) ... 849.6 kJ/mol
LUMO (spin up / spin down) ... -0.043 / -0.102 Ha
Highest occupied orbital energy (spin up / spin down) ... -9.973 / -9.655 eV
Total charge ... 0

=====

# 5
# CH4FO3P

A cluster of 3 separate species, CH4FO3P in total at a distorted geometry (the ωB97M-V functional and the def2-TZVPD basis, OMol25).

Cartesian coordinates (Å):
O  -2.097  0.049  -1.508
H  -2.641  -0.665  -1.484
O  -0.450  -1.474  0.852
F  2.142  1.542  1.148
H  1.698  0.074  -0.012
H  -2.082  0.036  1.103
P  -0.782  -0.068  0.529
O  3.544  -0.134  1.119
C  2.579  0.308  0.638
H  -1.909  0.331  -2.384

Atoms 1-2, force components in eV/Å:
O 1.81 3.31 0.52
H -2.57 -3.36 -0.34

Calculated values
Multiplicity ... 3
Orbital gap (spin up / spin down) ... 7.23 / 9.17 eV
Total energy ... -707.29977 hartree
Relative energy (zero: lowest compared OMol25 entry of this formula, charge and spin) ... 0.0 kJ/mol
LUMO (spin up / spin down) ... 0.017 / -0.092 Ha
Highest occupied orbital energy (spin up / spin down) ... -6.755 / -11.660 eV
Total charge ... 0
⟨S²⟩ ... 2.010

=====

# 6
# C4H10N2O2

A cluster of 2 separate species, C4H10N2O2 in total at a distorted geometry (the ωB97M-V functional and the def2-TZVPD basis, OMol25).

Cartesian coordinates (Å):
C  -0.956  -1.534  0.414
C  1.497  -0.736  0.626
C  0.044  1.507  -0.410
H  0.551  -0.649  -1.867
O  0.166  1.326  -1.615
H  -1.053  -1.196  1.450
H  -2.080  1.639  -0.366
N  2.660  -0.525  0.122
H  -1.235  3.011  0.395
C  -1.230  1.929  0.258
H  2.586  -0.570  -0.901
H  -1.697  -1.009  -0.199
H  -1.183  -2.600  0.346
O  0.574  -1.535  -1.439
H  1.339  -0.768  1.714
H  -1.312  1.441  1.232
H  0.966  1.492  0.333
N  0.363  -1.225  -0.093

Atoms 1-2, force components in eV/Å:
C 0.07 0.16 -0.37
C -0.05 -2.14 -1.11

Calculated values
SMILES string ... [H]/N=C\N(C)O.CC=O
Multiplicity ... 1
Orbital gap ... 9.59 eV
Total energy ... -418.30383 hartree
Relative energy (zero: lowest compared OMol25 entry of this formula, charge and spin) ... 412.6 kJ/mol
LUMO ... 0.026 Ha
Highest occupied orbital energy ... -8.887 eV
Total charge ... 0

=====

# 7
# C4H7N2O

The ion C4H7N2O with charge +1 at a distorted geometry (the ωB97M-V functional and the def2-TZVPD basis, OMol25).

Cartesian coordinates (Å):
C  0.819  -0.578  0.395
H  -2.600  0.568  -0.563
C  0.715  0.942  0.110
N  -1.589  0.458  -0.183
N  1.656  -1.386  -0.277
H  0.767  -0.790  1.499
C  -1.210  -0.782  -0.168
O  1.725  1.517  -0.020
H  -0.778  1.774  1.076
H  -0.729  2.278  -0.677
H  1.949  -2.224  0.212
C  -0.693  1.504  0.102
H  -1.667  -1.724  -0.276
H  1.635  -1.556  -1.230

Atoms 1-2, force components in eV/Å:
C -3.14 -0.17 0.06
H 1.99 0.87 1.05

Calculated values
Multiplicity ... 1
Orbital gap ... 8.97 eV
Total energy ... -341.00316 hartree
Relative energy (zero: lowest compared OMol25 entry of this formula, charge and spin) ... 349.4 kJ/mol
LUMO ... -0.169 Ha
Highest occupied orbital energy ... -13.573 eV
Total charge ... +1